Entry 1:
The following is a quantum chemistry calculation of 2 unconnected molecules or ions with the total composition CH5P3, from the OMol25 dataset.

Properties
* energy relative to the best compared isomer or geometry (same formula, charge and spin): 89.8 kcal per mole
* LUMO (spin up / spin down): -1.131 / -0.944 eV
* energy: -28979.7768 eV

Structure (ORCA input):
```
! wB97M-V def2-TZVPD RIJCOSX def2/J DEFGRID3
* xyz 0 1
C 2.436 -0.821 -0.224
P -0.468 -1.060 0.901
P -1.407 0.342 -0.192
P -3.520 -0.386 -0.164
H 2.198 -1.839 -0.505
H 2.538 0.016 -0.961
H 2.545 -0.851 0.869
H -3.717 0.656 -0.882
H -3.468 -1.185 -1.256
*
```

---

Entry 2:
The following is a quantum chemistry calculation of a gas-phase ion, C2H3Cl2N2O (charge +1), from the OMol25 dataset.

Properties
* energy relative to the best compared isomer or geometry (same formula, charge and spin): 0.0 kcal per mole
* LUMO (spin up / spin down): -7.458 / -7.448 eV
* SMILES: O=N/C=[NH+]/C(Cl)Cl
* energy: -32183.2592 eV

Structure (ORCA input):
```
! wB97M-V def2-TZVPD RIJCOSX def2/J DEFGRID3
* xyz 1 1
O 1.577 2.570 2.063
N 1.415 1.582 1.463
C 0.604 0.558 1.150
N 0.192 0.294 -0.112
C -0.104 -1.030 -0.564
Cl 1.284 -2.089 -1.048
Cl -0.985 -1.768 0.841
H 0.537 -0.233 1.907
H 0.366 0.859 -0.938
H -0.772 -1.183 -1.369
*
```

---

Entry 3:
The following is a quantum chemistry calculation of 2 unconnected molecules or ions with the total composition C10H13O3, from the OMol25 dataset.

Properties
* energy relative to the best compared isomer or geometry (same formula, charge and spin): 51.9 kcal per mole
* LUMO: 3.418 eV
* energy: -16723.5328 eV

Structure (ORCA input):
```
! wB97M-V def2-TZVPD RIJCOSX def2/J DEFGRID3
* xyz -1 1
C 1.128 3.061 0.785
C -0.061 3.429 -0.032
C 2.001 1.921 0.127
O 2.566 2.420 -0.867
O 2.472 0.907 0.743
H 1.968 3.775 0.914
H 0.902 2.810 1.848
H 0.071 3.995 -1.006
H -0.687 4.210 0.453
H -0.631 2.544 -0.310
C -1.963 -2.711 -1.950
C -0.932 -1.590 1.591
C 0.351 -1.135 1.140
C -1.723 -2.190 0.566
C -1.252 -2.231 -0.722
C 0.967 -1.348 -0.125
C 0.059 -1.822 -1.053
O 1.091 -0.542 2.073
H -1.093 -1.549 2.645
H -2.740 -2.600 0.672
H 2.049 -1.439 -0.240
H 1.725 0.406 1.777
H -1.975 -3.824 -2.161
H -1.695 -2.152 -2.871
H 0.437 -1.916 -2.076
H -3.034 -2.429 -1.922
*
```